Entry 1:
Below is 18 unconnected molecules or ions with the total composition C2H39O18, with properties calculated with wB97M-V/def2-TZVPD.

Each line ends with the Mulliken charge.
Element x y z (Å)
O1 3.3817 1.3138 0.3318  -0.70
H1 0.5684 3.7419 -0.8145  0.28
H2 1.5991 -1.8076 0.9994  0.32
C1 0.7138 0.1723 0.8182  1.79
O2 0.4511 -0.4433 2.0512  -0.81
O3 -2.1247 0.6135 3.1385  -0.62
H3 -0.8175 -0.3698 -0.6064  -0.53
H4 -1.1695 -3.5145 -1.2551  0.40
H5 -2.0155 -1.0846 0.7961  0.13
O4 1.3551 2.1787 -3.1347  -0.67
H6 -0.6899 -1.8506 2.1990  0.22
O5 -2.5497 -1.4286 -3.2447  -0.69
H7 -1.4711 -3.3882 0.2228  0.39
H8 2.2509 2.3240 -3.4556  0.32
O6 2.0406 -1.0310 -2.3460  -0.63
H9 1.8931 -0.1636 -2.7560  0.21
O7 -0.0979 -2.8010 -2.6846  -0.62
O8 -1.2440 -2.6468 2.0404  -0.77
H10 -3.2027 0.4839 -0.5291  0.39
H11 -3.3195 -1.0922 1.5708  0.29
O9 -3.2818 1.3628 -0.9485  -0.63
H12 2.5721 1.1529 -0.1533  0.29
O10 2.3853 -1.8951 3.6411  -0.71
H13 0.0813 2.9029 1.4678  0.37
H14 -1.8804 1.7232 1.1042  0.32
O11 -1.3770 0.9618 -3.9447  -0.65
H15 1.2274 2.5288 2.4275  0.60
H16 1.4728 0.2340 2.7270  -0.03
O12 0.9133 3.2637 1.8413  -0.74
H17 2.2877 -1.4770 4.4999  0.30
O13 1.1732 3.0436 -0.5451  -0.75
H18 2.8868 -1.3356 -2.6975  0.26
H19 -1.7965 -1.8354 -2.7891  0.39
O14 1.6015 1.0181 3.4315  -0.78
O15 2.1990 -2.1340 0.3155  -0.74
H20 0.7641 -0.0599 -1.3078  -0.75
H21 -0.4320 1.0346 -3.7507  0.27
H22 1.7901 0.4487 0.7997  0.96
H23 -1.5998 1.7858 -4.3854  0.27
H24 -2.1548 0.8697 4.0639  0.24
H25 -1.1788 0.5076 2.9323  0.34
O16 -1.6837 2.6280 0.8327  -0.65
O17 -1.6221 -3.9802 -0.5413  -0.70
H26 -0.7138 -3.3712 2.3880  0.31
O18 -2.9590 -0.9247 0.6950  -0.63
H27 1.0446 2.9688 0.4623  0.09
H28 0.4095 -1.5853 -0.4909  1.05
H29 0.7059 -2.2914 -2.5231  0.40
H30 1.8337 -1.3519 3.0445  0.33
H31 -2.2805 -0.4987 -3.3590  0.38
H32 -3.9769 1.2712 -1.6045  0.25
H33 0.9090 0.8517 4.0718  0.30
C2 0.2573 -0.5105 -0.4683  -0.87
H34 -2.0459 2.6879 -0.0613  0.30
H35 3.1980 2.0978 0.8586  0.39
H36 -0.0050 -3.1760 -3.5648  0.22
H37 1.4157 2.2628 -2.1592  0.43
H38 2.0727 -1.5361 -0.4366  0.30
H39 0.2356 1.1500 0.7847  -0.43

Forces on atoms 1 to 6 (eV/Å):
O 1.265 0.285 -0.213
H 0.014 -0.044 0.000
H 0.126 -0.097 0.097
C 0.126 0.951 0.025
O -0.595 -1.669 -1.130
O 0.071 0.082 0.053

Summary:
Energy, hartree: -1453.94811
HOMO energy, eV: -6.064
Total charge: -1
Lowest unoccupied orbital energy, eV: 2.1
Kohn-Sham gap, eV: 8.15

=====

Entry 2:
Below is a molecular structure, C2H3AuFO2P, with properties calculated with wB97M-V/def2-TZVPD.

Each line ends with the Mulliken charge.
Element x y z (Å)
P1 1.6173 0.6271 0.7389  0.38
H1 -3.1887 -1.3603 0.2850  0.39
F1 1.7300 -0.8886 -0.6451  -0.50
O1 -1.0463 1.2133 -0.2549  -0.44
O2 -1.2726 -1.4188 -0.3527  -0.38
C1 -2.2351 0.6754 0.1728  -0.06
C2 -2.2858 -0.8072 -0.0283  0.10
Au1 0.0513 -0.0782 -0.8802  0.80
H2 -3.1219 1.0847 -0.3584  0.36
H3 -2.4363 0.8436 1.2543  0.34

Forces on atoms 1 to 6 (eV/Å):
P 1.543 -0.138 0.984
H 0.257 -0.025 -0.395
F 4.284 -1.933 0.057
O -3.706 3.758 0.814
O -1.856 -2.327 0.180
C -1.797 -0.603 -0.130

Summary:
Energy, hartree: -804.81684
HOMO energy (alpha / beta), eV: -12.963 / -14.849
Total charge: +1
Spin multiplicity: 4
Expectation value of S²: 3.7573
Lowest unoccupied orbital energy (alpha / beta), eV: -5.9 / -8.0
Kohn-Sham gap (alpha / beta), eV: 7.04 / 6.83

=====

Entry 3:
Below is C2H3BCl2O2 in the gas phase, with properties calculated with wB97M-V/def2-TZVPD.

Each line ends with the Mulliken charge.
Element x y z (Å)
Cl1 0.8901 3.5175 -0.8388  -0.17
O1 1.0472 0.6566 0.7875  -0.50
B1 0.0772 0.1522 -0.0398  0.62
Cl2 0.2975 2.7174 -3.4390  -0.18
H1 -0.1104 0.2572 -2.4414  0.19
H2 1.1861 0.2256 1.6920  0.29
C1 0.1543 0.8988 -1.4883  -0.38
H3 -1.1145 -1.0516 1.1359  0.28
O2 -0.9098 -0.8197 0.2543  -0.53
C2 0.4643 2.1211 -1.8267  0.38

Forces on atoms 1 to 6 (eV/Å):
Cl -0.073 -0.958 0.325
O 0.060 -1.426 2.105
B -0.404 0.484 -0.224
Cl 0.077 -0.288 -0.600
H 0.373 1.256 2.040
H -0.507 0.873 -1.925

Summary:
Energy, hartree: -1173.79776
HOMO energy, eV: -9.679
SMILES: OB(O)C=C(Cl)Cl
Lowest unoccupied orbital energy, eV: 0.1
Kohn-Sham gap, eV: 9.81

=====

Entry 4:
Below is 2 unconnected molecules or ions with the total composition C2H3Br2N3, with properties calculated with wB97M-V/def2-TZVPD.

Each line ends with the Mulliken charge.
Element x y z (Å)
H1 0.4827 0.9311 1.4000  0.26
N1 0.7063 -2.3731 -1.0055  0.15
N2 0.2751 0.3219 0.5598  -0.55
C1 -1.3242 -1.2456 -0.2328  -0.40
C2 -0.7771 -0.6111 0.7987  0.35
H2 -0.0527 0.9185 -0.2386  0.24
Br1 -1.2713 -0.8818 2.5897  -0.14
N3 1.6118 -2.5561 -0.4047  -0.16
Br2 -2.6341 -2.5737 0.0138  -0.11
H3 -1.1666 -0.7227 -1.1572  0.36

Forces on atoms 1 to 6 (eV/Å):
H -0.489 -1.003 -1.479
N 2.257 -0.888 0.531
N -0.969 1.428 0.594
C -1.191 0.942 1.375
C 0.531 0.431 0.002
H 0.857 -0.496 1.078

Summary:
Energy, hartree: -5390.30015
HOMO energy, eV: -8.638
SMILES: N/C(Br)=C/Br.N#N
Lowest unoccupied orbital energy, eV: 0.6
Kohn-Sham gap, eV: 9.28

=====

Entry 5:
Below is 2 unconnected molecules or ions with the total composition C2H3Br2NO2, with properties calculated with wB97M-V/def2-TZVPD.

Each line ends with the Mulliken charge.
Element x y z (Å)
Br1 -3.3079 1.7152 0.3576  -0.04
N1 -1.9113 -0.5514 -1.8270  1.03
H1 -0.4186 0.5236 0.8949  0.32
O1 -1.2545 0.2145 -2.5028  -0.60
O2 -2.9596 -1.1221 -2.1519  -0.53
Br2 -2.1519 -2.1607 0.4475  0.00
C1 -0.2335 0.0209 -0.0164  -0.72
H2 0.6017 -0.6592 0.2146  0.33
C2 -1.4616 -0.6614 -0.4561  -0.12
H3 -0.0840 0.6449 -1.0009  0.33

Forces on atoms 1 to 6 (eV/Å):
Br 0.348 -0.502 -0.177
N -1.590 0.041 0.142
H -0.218 1.079 0.711
O -0.128 -0.128 -0.954
O 1.573 0.582 0.109
Br 0.296 0.742 -0.268

Summary:
Energy, hartree: -5431.07058
HOMO energy (alpha / beta), eV: -11.062 / -9.695
Lowest unoccupied orbital energy (alpha / beta), eV: -2.5 / -3.6
Kohn-Sham gap (alpha / beta), eV: 8.58 / 6.08

=====

Entry 6:
Below is 2 unconnected molecules or ions with the total composition C2H3BrCl2, with properties calculated with wB97M-V/def2-TZVPD.

Each line ends with the Mulliken charge.
Element x y z (Å)
C1 0.3366 0.2817 0.0736  -0.84
C2 -0.3066 1.2756 -0.4981  0.50
Br1 0.1020 -2.1435 -2.2591  -0.18
H1 -0.2198 -0.8515 -1.8768  0.15
H2 -0.1279 -0.6836 0.2083  0.47
Cl1 0.3614 2.9264 -0.5415  -0.17
H3 1.2472 0.4965 0.6444  0.22
Cl2 -1.6781 1.0765 -1.5567  -0.15

Forces on atoms 1 to 6 (eV/Å):
C 0.084 0.300 1.444
C 0.458 1.195 -1.095
Br 0.272 -1.158 -0.459
H -0.214 0.780 0.024
H 0.115 -0.061 -0.261
Cl -0.475 -1.063 0.077

Summary:
Energy, hartree: -3572.36730
HOMO energy, eV: -10.201
SMILES: C=C(Cl)Cl.Br
Lowest unoccupied orbital energy, eV: 0.6
Kohn-Sham gap, eV: 10.80

=====

Entry 7:
Below is 2 unconnected molecules or ions with the total composition C2H3BrCl2O2S, with properties calculated with wB97M-V/def2-TZVPD.

Each line ends with the Mulliken charge.
Element x y z (Å)
O1 0.3017 -3.2203 1.0207  -0.39
C1 -1.0403 0.9726 0.1170  -0.66
Cl1 0.1511 -1.9376 -1.6810  -0.24
H1 1.8943 -0.3448 0.9105  0.37
S1 0.1587 -1.9154 0.5222  0.72
C2 -0.3198 1.8600 -0.5893  0.02
H2 -1.8557 0.3048 -0.2633  0.44
Cl2 -0.3982 1.9850 -2.3158  -0.16
Br1 -1.0283 1.1364 1.9947  -0.08
O2 1.6642 -1.2816 0.6545  -0.46
H3 0.4723 2.4409 -0.3702  0.43

Forces on atoms 1 to 6 (eV/Å):
O 0.179 -1.763 0.260
C -0.536 1.043 -0.715
Cl 0.009 -0.164 0.932
H -1.251 -1.211 -0.462
S 0.706 2.667 -1.028
C -2.491 -3.077 -1.447

Summary:
Energy, hartree: -4121.00872
HOMO energy, eV: -9.831
Lowest unoccupied orbital energy, eV: -0.2
Kohn-Sham gap, eV: 9.65

=====

Calculated values (kJ/mol) of relative energy (zero: lowest compared OMol25 entry of this formula, charge and spin) for the records, taken in order: 166.9, 118.0, 0.0, 62.8, 289.2, 54.6, 0.0.